Run a
Here is the molecule C9H13NO from OMol25. Energies are from ωB97M-V with the def2-TZVPD basis set.

CARTESIAN COORDINATES (ANGSTROEM)
C 1.175 -1.196 -0.595
C -0.203 -1.209 -0.467
C 2.002 -0.313 0.081
C -0.292 1.318 -0.247
C 0.630 1.319 0.890
C -0.956 -0.103 -0.290
C 3.501 -0.449 -0.153
C -1.341 2.348 0.002
C -2.855 -1.629 0.338
N 1.636 0.570 1.023
O -2.352 -0.293 0.027
H 1.677 -2.016 -1.094
H -0.643 -2.191 -0.598
H 0.095 1.437 -1.256
H 0.248 1.742 1.806
H 3.744 -0.419 -1.234
H 3.897 -1.397 0.079
H 4.052 0.420 0.242
H -0.939 3.282 0.052
H -1.952 2.180 0.868
H -2.118 2.390 -0.700
H -2.478 -2.235 -0.509
H -3.968 -1.689 0.392
H -2.559 -1.868 1.343

Properties
2S+1   1
SMILES   COC1=CC=C(C)N=C[C@@H]1C



Run b
Here is a 2-piece molecular cluster, C9H13NO overall from OMol25. Energies are from ωB97M-V with the def2-TZVPD basis set.

CARTESIAN COORDINATES (ANGSTROEM)
C -2.009 1.630 -1.508
C -2.889 0.603 -0.915
O -4.105 0.686 -0.980
N -2.349 -0.511 -0.304
H -2.542 2.529 -1.822
H -1.547 1.364 -2.464
H -2.869 -1.296 0.001
H -1.380 -0.511 -0.041
H -1.308 1.957 -0.736
C 1.574 -2.774 0.799
C 2.432 0.913 1.523
C 1.785 1.466 0.439
C 2.378 -0.473 1.634
C 1.737 -1.280 0.690
C 1.168 0.712 -0.545
C 1.231 -0.691 -0.473
H 3.075 1.426 2.224
H 1.553 2.531 0.395
H 3.047 -0.950 2.345
H 0.793 1.346 -1.336
H 0.975 -3.084 1.656
H 2.495 -3.356 0.756
H 0.834 -1.220 -1.324
H 1.001 -3.061 -0.086

Properties
2S+1   1
SMILES   Cc1ccccc1.CC(N)=O



Run c
Here is a 2-piece molecular cluster, C9H13NO overall from OMol25. Energies are from ωB97M-V with the def2-TZVPD basis set.

CARTESIAN COORDINATES (ANGSTROEM)
C 1.281 2.684 -1.538
C -0.707 0.685 1.670
C 0.581 1.136 1.888
C -1.386 0.945 0.489
C 1.257 1.766 0.842
C -0.671 1.481 -0.574
C 0.624 1.974 -0.368
H -1.233 0.206 2.485
H 1.067 0.938 2.825
H -2.381 0.545 0.389
H 2.247 2.179 1.005
H -1.211 1.630 -1.499
H 2.374 2.586 -1.453
H 1.214 3.765 -1.371
H 0.873 2.413 -2.505
C 0.512 -1.650 -1.232
C -0.475 -2.452 -0.436
O -1.525 -2.064 0.019
N 0.089 -3.622 0.058
H -0.553 -4.354 0.312
H 1.003 -3.914 -0.236
H 1.145 -1.146 -0.501
H 0.093 -0.956 -1.925
H 1.195 -2.231 -1.855

Properties
2S+1   1
SMILES   Cc1ccccc1.CC(N)=O



Which of them is least stable? Easy: run a.



Run a
Here is the molecule CH4N2O3 from OMol25. Energies are from ωB97M-V with the def2-TZVPD basis set.

CARTESIAN COORDINATES (ANGSTROEM)
C -0.164 -0.802 -0.233
N -1.255 -0.030 -0.384
N 1.035 -0.093 -0.507
O -0.149 -1.986 0.009
O 1.069 1.229 -0.215
O 2.115 -0.694 0.062
H -1.051 0.940 -0.323
H -2.053 -0.322 -0.981
H 1.925 1.477 -0.322
H 1.791 -1.659 0.201

Properties
2S+1   1
SMILES   NC(=O)N(O)O



Run b
Here is the molecule CH4N2O3 from OMol25. Energies are from ωB97M-V with the def2-TZVPD basis set.

CARTESIAN COORDINATES (ANGSTROEM)
C -0.791 -0.824 0.551
N 0.413 0.383 -1.070
N -0.192 -1.543 1.465
O 0.913 -0.761 2.082
O -0.516 -2.582 2.007
O -0.398 0.384 0.196
H 0.868 1.273 -1.168
H -1.596 -1.325 -0.026
H -0.224 0.177 -1.815
H 0.905 -1.087 3.045

Properties
2S+1   1
SMILES   NO/C=[N+](/[O-])O



Which of them is least stable? Easy: run b.